Record 1
The following is a DFT calculation (the ωB97M-V functional and the def2-TZVPD basis) of 2 unconnected molecules or ions with the total composition C3H8F2P.

XYZ file:
```
14
Properties=species:S:1:pos:R:3:forces:R:3
P -0.8294 0.1189 -0.1854 -1.94 -1.61 -1.24
F 2.9298 -1.2734 -0.6169 -1.03 -0.46 0.65
F -1.8308 0.2687 -1.4034 0.75 0.10 1.22
C -0.8682 -1.6556 0.2000 -2.17 -0.85 -3.87
C -0.6581 1.5046 0.9035 -1.75 -0.28 -0.50
C 0.3668 1.3335 -0.2360 1.70 -0.25 1.42
H -0.1952 -1.9042 0.8928 3.09 -0.58 2.85
H 0.3208 2.0759 -0.9545 -0.49 1.17 -1.74
H -0.5732 -2.3130 -0.7457 -0.77 1.71 1.72
H -1.8321 -2.0541 0.6294 0.55 1.03 -0.80
H -0.3585 1.1406 1.9171 -0.48 1.14 -0.70
H -1.4101 2.2994 0.5981 0.87 -0.85 1.51
H 1.3810 1.2720 0.0824 0.71 -0.76 0.14
H 3.5572 -0.8133 -1.0816 0.96 0.50 -0.64
```
Positions in Å, forces in eV/Å.

Summary:
* net charge: +1
* HOMO level: -16.3 eV
* LUMO: -3.62 eV
* HOMO-LUMO gap: 12.66 eV
* E: -17956.4691 eV

---

Record 2
The following is a DFT calculation (the ωB97M-V functional and the def2-TZVPD basis) of a gas-phase ion, CHN2 (charge +1).

XYZ file:
```
4
Properties=species:S:1:pos:R:3:forces:R:3
N -1.9002 -0.6330 -0.0028 0.06 -2.19 -0.02
N -1.9145 0.6404 -0.0016 1.12 1.41 -0.02
C -0.7350 -0.0099 0.0017 0.15 1.05 0.11
H 0.3942 0.0687 0.0256 -1.32 -0.27 -0.07
```
Positions in Å, forces in eV/Å.

Summary:
* net charge: +1
* HOMO level: -20.2 eV
* LUMO: -8.41 eV
* HOMO-LUMO gap: 11.80 eV
* SMILES: C1=[N+]=N1
* E: -4020.2605 eV

---

Record 3
The following is a DFT calculation (the ωB97M-V functional and the def2-TZVPD basis) of 4 unconnected molecules or ions with the total composition C3H13NO3.

XYZ file:
```
20
Properties=species:S:1:pos:R:3:forces:R:3
O 3.4975 0.6012 0.6435 0.56 1.84 0.28
O -1.2653 -2.6525 0.1203 0.00 -0.19 0.09
O 1.4411 -0.8361 2.1519 1.79 -0.50 0.82
N -0.3710 0.3298 0.4326 -0.17 -0.64 -0.61
C -1.3010 0.6568 -1.9207 -0.64 -0.27 0.27
C 0.5069 1.2160 0.2643 -0.42 1.06 0.69
C -1.5573 0.3969 -0.4250 0.17 0.49 0.23
H 1.3731 1.2704 0.8997 0.22 -0.33 0.02
H 0.8709 -0.2255 2.6142 -0.68 -0.19 -0.46
H -1.3100 -1.8762 0.6895 0.17 -0.01 0.05
H 1.0222 -1.3072 1.4328 -0.74 0.45 0.03
H -1.1808 -0.3247 -2.3816 -0.07 0.07 -0.18
H -2.1089 -0.5327 -0.4101 0.14 -0.27 0.26
H 3.1886 0.0613 1.3763 -0.19 -0.97 -0.73
H -0.4230 1.2203 -2.2171 -0.02 0.35 0.40
H 0.3769 2.1077 -0.3589 -0.06 -0.31 -0.48
H -1.9814 -2.5250 -0.5078 0.01 -0.16 -0.02
H -2.2404 1.0518 0.1327 0.06 0.54 -0.69
H 3.6608 0.2371 -0.2231 -0.23 -0.96 0.41
H -2.1987 1.1305 -2.3134 0.09 0.01 -0.38
```
Positions in Å, forces in eV/Å.

Summary:
* net charge: 0
* HOMO level: -9.8 eV
* LUMO: 0.73 eV
* HOMO-LUMO gap: 10.57 eV
* SMILES: C=NCC.O.O.O
* E: -10953.0212 eV

---

Record 4
The following is a DFT calculation (the ωB97M-V functional and the def2-TZVPD basis) of BrH4NSi in the gas phase.

XYZ file:
```
7
Properties=species:S:1:pos:R:3:forces:R:3
Br -2.8593 -0.1611 0.0508 1.65 -0.64 -0.16
Si -0.5343 -0.6424 -0.0122 -0.69 1.15 -0.60
N 0.0808 0.9638 0.1036 0.42 0.35 0.32
H -0.5498 1.7263 -0.1717 0.72 -0.53 0.35
H -0.1866 -1.6813 0.9732 -0.20 0.32 0.33
H 1.0917 1.1827 0.0332 -1.31 -0.17 -0.01
H 0.0399 -1.1227 -1.2826 -0.59 -0.47 -0.21
```
Positions in Å, forces in eV/Å.

Summary:
* net charge: 0
* HOMO level: -10.0 eV
* LUMO: 0.59 eV
* HOMO-LUMO gap: 10.57 eV
* SMILES: N[SiH2]Br
* E: -79476.4620 eV

---

Record 5
The following is a DFT calculation (the ωB97M-V functional and the def2-TZVPD basis) of a molecular structure, C11H20ErNO5P.

XYZ file:
```
39
Properties=species:S:1:pos:R:3:forces:R:3
Er 1.0193 2.6748 4.9584 0.64 1.25 2.15
P 0.7301 0.1340 -1.1118 -0.39 0.25 -2.22
O 0.5579 1.8812 -4.0133 1.58 -1.34 -3.42
O -0.0559 -0.9192 3.8802 -2.01 -2.93 0.28
O -0.8987 3.0033 -2.8051 0.22 -0.66 0.92
O 1.9030 -3.6819 -3.6611 1.96 -1.06 -1.85
O 1.7283 -2.2415 -1.9692 -1.12 0.71 -0.38
N 0.1297 1.1454 2.8219 -0.10 -0.88 1.73
C 1.0682 1.8425 -1.7139 0.28 0.22 0.66
C -1.7586 0.0516 1.4829 0.67 0.38 -0.30
C -1.0815 -0.2190 -1.0271 -0.27 0.05 1.07
C 0.5318 0.0539 3.7417 2.83 3.13 -0.29
C -1.3459 1.1381 2.5323 -0.81 0.13 -0.84
C -1.8939 0.6217 0.0090 -0.57 -0.77 0.37
C 1.3770 -0.9769 -2.4973 0.08 -0.38 0.45
C -0.2895 -3.6493 -2.7676 0.53 0.76 1.35
C 0.2148 2.2226 -2.9749 -1.45 1.08 2.68
C 1.9398 0.2758 4.5318 -0.86 1.68 -0.49
C 1.1865 -3.2346 -2.8812 -1.78 0.02 1.04
H -2.9580 0.4823 -0.2516 0.45 0.23 -0.11
H -1.0213 -0.7709 1.4534 -0.23 0.36 0.31
H 2.5325 -0.6490 4.5190 -0.16 0.33 0.00
H 1.0049 2.5894 -0.9070 -0.29 -0.22 -0.31
H 2.1178 1.8551 -2.0624 -0.40 -0.20 0.17
H 2.5267 1.1242 4.0340 -0.03 -1.17 0.26
H -2.6996 -0.4164 1.8080 0.30 0.29 -0.14
H -1.7064 1.7070 -0.0420 0.14 -0.39 -0.03
H -1.1731 -1.2784 -0.7179 0.15 0.34 -0.31
H -0.3235 -4.7295 -2.9486 -0.15 0.42 -0.22
H 1.7802 0.5630 5.6249 0.13 -0.90 -0.75
H 0.5149 -1.0559 -3.1990 0.23 0.27 0.34
H -0.6282 -3.4498 -1.7358 -0.03 -0.21 -0.39
H -0.9303 -3.0724 -3.4500 0.30 -0.40 -0.03
H -1.5909 2.4285 -2.4358 -0.15 0.52 -0.07
H -1.5923 2.1159 2.0799 0.29 -0.29 0.29
H -1.9313 1.0829 3.4663 0.26 -0.38 -0.31
H 2.1933 -0.4855 -3.0534 -0.12 -0.06 0.44
H 0.3347 2.0102 3.3302 -0.55 -0.38 -2.35
H -1.5126 -0.1731 -2.0479 0.43 0.19 0.28
```
Positions in Å, forces in eV/Å.

Summary:
* spin multiplicity: 4
* net charge: +3
* HOMO level (spin up / spin down): -17.5 / -17.5 eV
* LUMO (spin up / spin down): -12.72 / -12.64 eV
* HOMO-LUMO gap (spin up / spin down): 4.76 / 4.83 eV
* E: -60332.8158 eV

---

Record 6
The following is a DFT calculation (the ωB97M-V functional and the def2-TZVPD basis) of a molecular structure, CH5N2S.

XYZ file:
```
9
Properties=species:S:1:pos:R:3:forces:R:3
S -1.9945 -0.3461 0.2855 0.36 -0.61 -0.34
N 0.6445 1.0902 0.1544 0.02 -2.99 2.04
N -0.5039 -1.3720 0.5357 0.31 1.31 -0.25
C -0.4253 -0.4024 -0.4308 -0.95 1.94 2.69
H -0.5083 -2.2854 0.1055 -0.22 -0.61 0.00
H -0.0805 -0.4611 -1.4091 0.47 -0.08 -1.63
H 0.8088 1.9010 -0.3682 -0.50 1.69 -1.34
H 0.6076 1.3694 1.2006 -0.01 -1.06 -2.14
H 1.4516 0.5063 -0.0735 0.50 0.42 0.97
```
Positions in Å, forces in eV/Å.

Summary:
* net charge: +1
* HOMO level: -14.4 eV
* LUMO: -4.87 eV
* HOMO-LUMO gap: 9.57 eV
* E: -14923.7898 eV